Computed, not measured: one molecule with the formula C5H8BrFO at a distorted geometry, with ωB97M-V/def2-TZVPD.

Geometry as XYZ:
```
16
Properties=species:S:1:pos:R:3:forces:R:3:mulliken_charge:R:1
C -0.788 -1.394 0.534 -2.90 2.50 -1.23 -0.3029
C -2.365 -0.087 -0.409 1.02 -0.87 5.17 -0.2741
C -0.236 0.042 0.142 -1.03 -1.55 0.87 1.2768
C 0.375 -0.132 -1.203 2.17 1.56 -2.67 -1.2957
C 0.697 0.702 1.107 1.99 -0.50 1.59 -1.4449
O -1.472 0.848 0.084 0.28 -0.89 -1.00 -0.3736
F -0.480 -2.500 -0.198 0.38 0.83 0.66 -0.2537
Br -4.148 0.037 0.260 0.67 0.15 -0.34 -0.1423
H -1.079 -1.571 1.566 0.28 -0.39 -0.06 0.3838
H -2.282 -0.598 -1.280 0.19 -0.66 -2.93 0.4510
H -0.288 -0.555 -1.973 0.14 -0.32 0.60 0.2957
H 1.416 -0.712 -1.266 -2.41 1.35 0.45 0.3100
H 0.492 0.941 -1.606 0.45 -1.46 0.51 0.3515
H 1.654 0.124 0.958 -0.59 0.84 0.27 0.3472
H 0.518 0.626 2.232 -0.49 -0.13 -1.58 0.3250
H 0.895 1.770 0.918 -0.17 -0.45 -0.30 0.3463
```
Positions in Å, forces in eV/Å.

## Properties
- frontier orbital gap (spin up / spin down) (eV) = 8.342 / 8.544
- charge = 0